Record 1
This record from the Open Molecules 2025 dataset describes a structure of composition C2H8F6O10PtS2. The level of theory is wB97M-V/def2-TZVPD.

Values from the calculation:
<S²> = 2.00
multiplicity = 3
LUMO energy (spin up / spin down) = -1.43 / -1.46 eV

Geometry (Å):
Pt1 -0.078 -1.358 0.236
C1 -1.680 2.529 0.884
F1 -2.189 3.759 0.576
F2 -0.341 2.565 0.962
F3 -2.070 2.146 2.084
S1 -2.268 1.250 -0.422
O1 -1.822 1.701 -1.782
O2 -1.677 -0.017 0.027
O3 -3.721 1.197 -0.276
C2 2.061 2.285 -1.967
F4 3.097 3.094 -1.987
F5 0.968 2.911 -1.567
F6 1.860 1.776 -3.225
S2 2.439 0.920 -0.639
O4 1.306 -0.002 -0.574
O5 3.600 0.305 -1.226
O6 2.615 1.554 0.685
O7 -1.042 -2.180 -1.546
H1 -1.037 -3.029 -1.988
H2 -1.712 -1.674 -2.006
O8 0.129 -0.472 2.192
H3 -0.217 -1.063 2.861
H4 0.271 0.355 2.652
O9 1.554 -2.621 0.527
H5 1.809 -3.130 1.296
H6 2.213 -2.836 -0.133
O10 -1.088 -3.083 1.297
H7 -1.690 -2.898 2.017
H8 -1.288 -3.984 1.042

Atomic charges from the Löwdin analysis, expressed in e, are listed below:
1 Pt 1.30
2 C -0.62
3 F 0.12
4 F 0.12
5 F 0.14
6 S 0.57
7 O -0.32
8 O -0.48
9 O -0.31
10 C -0.62
11 F 0.16
12 F 0.13
13 F 0.11
14 S 0.53
15 O -0.47
16 O -0.31
17 O -0.32
18 O -0.10
19 H 0.08
20 H 0.08
21 O -0.09
22 H 0.07
23 H 0.09
24 O -0.11
25 H 0.09
26 H 0.10
27 O -0.09
28 H 0.08
29 H 0.08

***

Record 2
This record from the Open Molecules 2025 dataset describes the ion C2H8FN2 with charge +1. The level of theory is wB97M-V/def2-TZVPD.

Values from the calculation:
SMILES string = N[C@H](F)C[NH3+]
total charge = +1
multiplicity = 1
LUMO energy = -3.90 eV

Geometry (Å):
N1 -1.849 -0.137 -0.831
C1 -0.958 0.194 0.133
F1 -0.473 1.529 0.162
C2 0.593 -0.576 -0.149
N2 1.557 0.101 0.587
H1 -1.674 0.399 -1.700
H2 -2.765 -0.109 -0.624
H3 -1.241 -0.205 1.190
H4 0.515 -1.639 0.022
H5 0.839 -0.573 -1.211
H6 2.601 -0.296 0.466
H7 1.302 0.071 1.586
H8 1.552 1.239 0.370

Atomic charges from the Löwdin analysis, expressed in e, are listed below:
1 N 0.12
2 C -0.33
3 F -0.05
4 C -0.14
5 N 0.09
6 H 0.14
7 H 0.06
8 H 0.18
9 H 0.13
10 H 0.13
11 H 0.24
12 H 0.17
13 H 0.26

***

Q: Among the records above, which one has the highest multiplicity?
A: C2H8F6O10PtS2